[1]
Formula: C36H72O36
Source: OMol25
Level of theory: ωB97M-V/def2-TZVPD

Each line ends with the Mulliken charge.
Element x y z (Å)
C (4.611, -0.257, -3.198)  -0.098
O (5.775, 0.437, -2.752)  -0.362
C (5.642, 1.602, -2.150)  0.815
O (4.572, 2.170, -2.054)  -0.575
O (6.791, 1.991, -1.661)  -0.388
C (6.852, 3.028, -0.702)  -0.476
H (4.440, -1.084, -2.510)  0.055
H (4.870, -0.660, -4.172)  0.260
H (3.693, 0.326, -3.184)  0.028
H (6.513, 3.933, -1.215)  0.293
H (7.837, 3.241, -0.299)  0.270
H (6.181, 2.833, 0.135)  0.130
C (2.269, -7.487, -0.512)  -0.647
O (1.310, -7.170, 0.487)  -0.401
C (0.987, -5.885, 0.628)  0.568
O (1.481, -4.969, 0.024)  -0.367
O (-0.016, -5.850, 1.500)  -0.410
C (-0.734, -4.604, 1.579)  -0.143
H (2.861, -8.335, -0.163)  0.288
H (3.062, -6.742, -0.596)  0.249
H (1.784, -7.718, -1.456)  0.285
H (-0.015, -3.811, 1.783)  -0.050
H (-1.552, -4.726, 2.277)  0.229
H (-1.129, -4.363, 0.590)  0.358
C (-3.993, 2.398, -3.285)  -0.112
O (-4.599, 3.496, -3.975)  -0.351
C (-5.296, 4.357, -3.211)  0.849
O (-5.598, 4.173, -2.063)  -0.524
O (-5.804, 5.276, -4.016)  -0.379
C (-6.549, 6.292, -3.338)  -0.673
H (-3.311, 2.704, -2.496)  0.504
H (-3.440, 1.875, -4.061)  0.063
H (-4.820, 1.768, -2.960)  0.353
H (-6.119, 6.617, -2.396)  0.299
H (-7.547, 5.913, -3.107)  0.298
H (-6.744, 7.130, -4.001)  0.255
C (-5.725, -2.902, -1.344)  -0.711
O (-5.068, -3.392, -0.182)  -0.384
C (-4.209, -2.561, 0.376)  0.707
O (-3.678, -1.617, -0.180)  -0.403
O (-3.868, -3.051, 1.572)  -0.417
C (-3.193, -2.164, 2.455)  -0.609
H (-6.782, -3.167, -1.319)  0.313
H (-5.330, -3.404, -2.228)  0.301
H (-5.698, -1.841, -1.573)  0.257
H (-2.351, -1.707, 1.928)  0.133
H (-2.762, -2.737, 3.272)  0.392
H (-3.808, -1.360, 2.842)  0.665
C (-0.460, -3.358, 6.820)  -0.689
O (-1.338, -2.439, 6.216)  -0.361
C (-0.821, -1.356, 5.654)  0.805
O (0.336, -1.033, 5.655)  -0.559
O (-1.822, -0.693, 5.084)  -0.386
C (-1.496, 0.458, 4.294)  -0.009
H (-0.957, -4.327, 6.805)  0.264
H (-0.275, -3.134, 7.875)  0.284
H (0.518, -3.424, 6.346)  0.290
H (-0.778, 1.096, 4.808)  0.526
H (-2.386, 1.041, 4.078)  -0.122
H (-1.055, 0.067, 3.376)  0.000
C (6.025, -3.840, -3.806)  -0.426
O (4.829, -4.554, -4.058)  -0.402
C (3.666, -4.181, -3.588)  0.653
O (3.482, -3.295, -2.782)  -0.264
O (2.726, -4.993, -4.058)  -0.371
C (1.375, -4.607, -3.888)  -0.476
H (6.306, -3.922, -2.757)  0.248
H (5.877, -2.823, -4.167)  0.140
H (6.839, -4.270, -4.384)  0.255
H (1.152, -3.649, -4.362)  0.281
H (1.106, -4.491, -2.836)  0.105
H (0.766, -5.381, -4.348)  0.283
C (-5.052, 0.528, 1.479)  0.374
O (-5.671, 1.554, 2.271)  -0.455
C (-4.905, 2.500, 2.767)  0.772
O (-3.708, 2.559, 2.674)  -0.417
O (-5.681, 3.299, 3.506)  -0.427
C (-4.973, 4.410, 4.075)  -0.584
H (-5.844, -0.208, 1.397)  0.307
H (-4.098, 0.205, 1.873)  -0.682
H (-4.821, 1.041, 0.544)  0.318
H (-5.754, 4.933, 4.625)  0.242
H (-4.535, 4.995, 3.271)  0.228
H (-4.225, 4.154, 4.825)  0.270
C (-0.948, 0.974, -7.079)  -0.674
O (0.198, 0.999, -6.237)  -0.347
C (0.038, 1.514, -5.002)  0.695
O (-1.002, 1.636, -4.421)  -0.345
O (1.270, 1.887, -4.614)  -0.356
C (1.308, 2.755, -3.488)  -0.284
H (-0.828, 0.139, -7.770)  0.264
H (-0.965, 1.865, -7.707)  0.267
H (-1.888, 0.842, -6.549)  0.283
H (0.845, 3.699, -3.787)  0.396
H (2.329, 2.919, -3.155)  0.178
H (0.747, 2.394, -2.623)  0.011
C (-1.668, 0.972, 0.614)  1.284
O (-0.439, 0.766, -0.034)  -0.424
C (0.124, -0.419, -0.013)  0.367
O (-0.147, -1.291, 0.794)  -0.508
O (0.949, -0.572, -1.021)  -0.187
C (1.627, -1.835, -1.165)  0.468
H (-2.445, 1.115, -0.135)  -0.092
H (-1.674, 1.829, 1.287)  0.175
H (-1.950, 0.166, 1.290)  -1.174
H (2.692, -1.618, -1.174)  -0.194
H (1.408, -2.221, -2.159)  0.212
H (1.353, -2.553, -0.400)  -0.204
C (-1.203, 5.750, 1.982)  -0.493
O (-1.047, 5.721, 0.565)  -0.398
C (-1.809, 4.908, -0.150)  0.909
O (-2.597, 4.114, 0.289)  -0.504
O (-1.552, 5.134, -1.423)  -0.429
C (-2.254, 4.363, -2.394)  -1.009
H (-1.357, 6.811, 2.192)  0.298
H (-0.311, 5.432, 2.514)  0.231
H (-2.093, 5.216, 2.308)  0.145
H (-1.648, 4.190, -3.280)  0.345
H (-3.096, 4.991, -2.687)  0.408
H (-2.568, 3.385, -2.036)  -0.080
C (2.311, 0.412, 4.985)  -0.575
O (3.129, 0.681, 3.870)  -0.259
C (2.619, 1.558, 2.987)  0.878
O (1.603, 2.180, 3.187)  -0.593
O (3.377, 1.592, 1.938)  -0.240
C (2.967, 2.387, 0.835)  0.254
H (2.706, -0.403, 5.587)  0.253
H (1.281, 0.170, 4.724)  0.131
H (2.269, 1.259, 5.676)  0.386
H (1.949, 2.170, 0.521)  -0.103
H (3.570, 2.192, -0.051)  -0.344
H (3.147, 3.439, 1.061)  0.391
C (6.270, -1.841, 1.517)  -0.770
O (4.935, -1.693, 1.980)  -0.077
C (4.661, -2.025, 3.254)  0.587
O (5.477, -2.214, 4.101)  -0.633
O (3.360, -2.157, 3.405)  -0.364
C (2.407, -2.191, 2.326)  0.039
H (6.838, -2.643, 1.989)  0.345
H (6.717, -0.858, 1.652)  0.294
H (6.324, -2.138, 0.468)  0.164
H (2.265, -1.202, 1.905)  0.015
H (1.510, -2.596, 2.783)  -0.141
H (2.766, -2.916, 1.596)  0.373

Its structure (SMILES) is COC(=O)OC.COC(=O)OC.COC(=O)OC.COC(=O)OC.COC(=O)OC.COC(=O)OC.COC(=O)OC.COC(=O)OC.COC(=O)OC.COC(=O)OC.COC(=O)OC.COC(=O)OC. Its HOMO energy is -10.0 eV. The value obtained for the orbital gap is 10.360 eV. The value obtained for the LUMO energy is 0.013 Ha. Its energy relative to the best compared isomer or geometry (same formula, charge and spin) is 2.432 eV.

[2]
Formula: C36H73BrFN2O23P
Source: OMol25
Level of theory: ωB97M-V/def2-TZVPD

Each line ends with the Mulliken charge.
Element x y z (Å)
C (-0.180, -3.698, -4.854)  0.138
C (-1.193, -4.393, -3.770)  0.052
C (-0.585, -4.573, -2.259)  0.118
O (-1.387, -5.510, -1.460)  -0.259
C (-2.761, -5.043, -1.241)  0.097
F (-2.944, -3.574, -1.249)  -0.293
C (-3.883, -5.786, -2.235)  -0.531
C (-4.867, -4.582, -2.839)  -0.001
C (-6.112, -5.172, -3.756)  -0.764
C (-5.785, -5.122, -5.394)  -0.397
N (-5.523, -3.721, -5.908)  -0.593
C (0.958, -5.218, -2.295)  1.137
O (1.144, -6.221, -3.355)  -0.231
C (2.606, -6.392, -3.650)  0.321
C (2.890, -8.025, -3.423)  -0.787
N (1.637, -8.812, -3.109)  -0.527
C (2.999, -6.087, -5.210)  -0.948
C (3.332, -4.524, -5.562)  -0.424
C (4.136, -3.696, -4.398)  -0.226
C (4.252, -2.057, -4.712)  -0.739
C (2.808, -1.406, -4.291)  0.258
O (2.877, -0.024, -3.774)  -0.382
C (1.526, 0.171, -3.151)  0.655
C (1.298, 0.644, -1.584)  -0.684
O (0.393, -0.083, -3.853)  -0.560
P (1.540, -5.767, -0.554)  0.079
O (0.942, -4.580, 0.608)  -0.473
Br (0.605, -7.728, 0.108)  -0.252
H (0.867, -3.406, -4.421)  -0.668
H (-0.042, -4.404, -5.806)  0.254
H (-0.692, -2.719, -5.259)  0.318
H (-1.592, -5.425, -4.185)  0.119
H (-2.130, -3.659, -3.674)  -0.196
H (-0.437, -3.506, -1.745)  -0.121
H (-3.063, -5.405, -0.144)  0.285
H (-3.376, -6.401, -3.096)  0.159
H (-4.584, -6.484, -1.605)  0.431
H (-4.298, -3.814, -3.514)  -0.060
H (-5.383, -3.948, -1.977)  0.278
H (-6.506, -6.215, -3.401)  0.326
H (-7.003, -4.391, -3.611)  0.268
H (-6.703, -5.541, -6.030)  0.251
H (-4.801, -5.746, -5.552)  0.216
H (-4.487, -3.512, -5.895)  0.272
H (-6.012, -2.985, -5.352)  0.250
H (1.652, -4.294, -2.592)  -0.774
H (3.289, -5.857, -2.852)  0.475
H (3.679, -8.144, -2.541)  0.226
H (3.435, -8.474, -4.381)  0.343
H (1.650, -9.663, -3.738)  0.270
H (1.804, -9.226, -2.144)  0.214
H (2.041, -6.379, -5.858)  0.124
H (3.876, -6.746, -5.635)  0.435
H (4.055, -4.543, -6.512)  0.382
H (2.388, -3.893, -5.923)  0.090
H (5.238, -4.142, -4.349)  0.352
H (3.636, -3.758, -3.325)  0.056
H (5.179, -1.559, -4.200)  0.281
H (4.388, -1.914, -5.887)  0.269
H (2.272, -2.042, -3.434)  -0.183
H (2.125, -1.440, -5.264)  0.208
H (0.155, 0.469, -1.302)  0.192
H (1.970, 0.077, -0.812)  0.214
H (1.454, 1.822, -1.579)  0.285
H (1.686, -3.925, 0.845)  0.324
C (4.330, 4.696, 2.604)  -0.576
O (3.912, 4.329, 1.291)  -0.288
C (4.503, 3.206, 0.811)  0.731
O (5.327, 2.522, 1.397)  -0.545
O (4.017, 2.975, -0.435)  -0.325
C (4.555, 1.816, -1.069)  -0.571
H (3.794, 5.606, 2.887)  0.189
H (4.077, 3.910, 3.324)  0.288
H (5.404, 4.908, 2.623)  0.309
H (4.311, 0.915, -0.497)  0.263
H (5.637, 1.913, -1.198)  0.422
H (4.097, 1.729, -2.059)  0.096
C (-1.968, 1.535, -4.169)  -0.454
O (-2.216, 2.935, -4.276)  -0.310
C (-2.403, 3.373, -5.547)  0.730
O (-2.375, 2.684, -6.555)  -0.540
O (-2.626, 4.711, -5.503)  -0.315
C (-2.841, 5.313, -6.778)  -0.614
H (-1.834, 1.296, -3.110)  0.130
H (-2.822, 0.962, -4.545)  0.317
H (-1.052, 1.263, -4.702)  0.314
H (-3.730, 4.891, -7.259)  0.287
H (-1.960, 5.191, -7.416)  0.286
H (-3.009, 6.382, -6.623)  0.218
C (0.854, 8.384, 3.324)  -0.573
O (0.492, 8.662, 4.676)  -0.324
C (1.203, 7.967, 5.599)  0.765
O (2.087, 7.159, 5.363)  -0.515
O (0.759, 8.326, 6.830)  -0.328
C (1.423, 7.668, 7.907)  -0.500
H (0.223, 8.994, 2.673)  0.210
H (1.899, 8.652, 3.141)  0.273
H (0.676, 7.330, 3.087)  0.275
H (2.491, 7.908, 7.908)  0.210
H (1.268, 6.586, 7.853)  0.270
H (0.988, 8.031, 8.843)  0.243
C (-1.771, -2.170, 1.130)  -0.454
O (-1.590, -0.817, 1.542)  -0.286
C (-2.711, -0.226, 2.028)  0.706
O (-3.809, -0.749, 2.132)  -0.554
O (-2.398, 1.047, 2.378)  -0.294
C (-3.490, 1.794, 2.910)  -0.284
H (-0.811, -2.542, 0.760)  0.072
H (-2.077, -2.793, 1.977)  0.378
H (-2.501, -2.233, 0.318)  0.254
H (-3.865, 1.330, 3.827)  -0.022
H (-4.289, 1.891, 2.168)  0.291
H (-3.126, 2.796, 3.155)  0.229
C (-5.671, 0.644, 6.095)  -0.694
O (-5.490, 1.997, 6.506)  -0.283
C (-6.611, 2.588, 6.992)  0.755
O (-7.709, 2.065, 7.096)  -0.540
O (-6.298, 3.861, 7.343)  -0.295
C (-7.390, 4.609, 7.874)  -0.613
H (-4.711, 0.272, 5.724)  0.166
H (-5.977, 0.021, 6.941)  0.350
H (-6.401, 0.582, 5.282)  0.334
H (-7.765, 4.144, 8.792)  0.287
H (-8.189, 4.705, 7.133)  0.286
H (-7.026, 5.610, 8.120)  0.219
C (4.793, 6.058, 7.076)  -0.625
O (5.021, 6.337, 8.456)  -0.285
C (6.317, 6.585, 8.769)  0.725
O (7.256, 6.585, 7.988)  -0.540
O (6.389, 6.832, 10.101)  -0.314
C (7.705, 7.112, 10.576)  -0.612
H (3.723, 5.875, 6.941)  0.119
H (5.077, 6.915, 6.457)  0.310
H (5.337, 5.159, 6.769)  0.419
H (8.105, 8.011, 10.097)  0.287
H (8.366, 6.255, 10.409)  0.288
H (7.644, 7.294, 11.653)  0.219

Its structure (SMILES) is CC[C@@H](O[C@@H](F)CCCCN)[C@H](O[C@@H](CN)CCCCCOC(C)=O)P(O)Br.COC(=O)OC.COC(=O)OC.COC(=O)OC.COC(=O)OC.COC(=O)OC.COC(=O)OC. Its HOMO energy is -8.6 eV. The value obtained for the orbital gap is 8.623 eV. The value obtained for the LUMO energy is 0.000 Ha.

[3]
Formula: C36H73ClFN16O10
Source: OMol25
Level of theory: ωB97M-V/def2-TZVPD

Each line ends with the Mulliken charge.
Element x y z (Å)
C (6.013, -1.852, 2.132)  -1.044
C (5.913, -0.708, 0.987)  0.608
N (6.960, -0.579, 0.203)  -0.691
C (4.556, 0.186, 0.855)  -0.575
N (4.235, 0.907, 2.116)  0.868
N (5.325, 1.123, 2.999)  -1.031
C (6.029, 2.181, 2.638)  0.840
C (5.535, 3.431, 1.777)  -1.041
C (7.584, 2.202, 3.104)  -1.035
C (3.061, 1.376, 2.539)  0.609
N (2.782, 2.044, 3.820)  -0.603
C (1.362, 2.327, 3.844)  0.444
C (0.598, 3.045, 5.046)  -0.884
C (0.056, 4.519, 4.639)  0.334
N (-0.391, 5.267, 5.631)  -0.673
N (0.801, 1.872, 2.579)  0.766
C (-0.641, 1.962, 2.183)  -0.543
O (-0.995, 2.778, 1.297)  -0.401
N (-1.698, 1.126, 2.799)  0.092
C (-1.225, -0.223, 3.127)  0.643
O (-1.545, -0.702, 4.240)  -0.504
F (-0.429, -1.035, 2.283)  -0.153
N (1.809, 1.326, 1.816)  -0.078
Cl (1.307, 0.773, 0.284)  0.100
H (6.507, -1.456, 3.093)  0.240
H (4.951, -2.187, 2.443)  0.259
H (6.573, -2.781, 1.749)  0.366
H (6.727, 0.177, -0.465)  0.309
H (4.780, 0.939, 0.011)  0.059
H (3.751, -0.581, 0.541)  0.329
H (4.566, 3.869, 2.227)  0.197
H (5.439, 3.233, 0.654)  0.209
H (6.323, 4.272, 1.887)  0.387
H (7.650, 1.870, 4.208)  0.320
H (8.171, 1.414, 2.503)  0.256
H (8.045, 3.249, 3.030)  0.348
H (-0.321, 2.406, 5.294)  0.397
H (1.334, 3.093, 5.927)  0.421
H (0.068, 4.854, 3.540)  0.130
H (-0.312, 4.726, 6.523)  0.258
H (-2.084, 1.579, 3.642)  0.377
C (-6.266, 3.765, 3.130)  0.039
O (-7.355, 3.928, 3.647)  -0.530
N (-5.923, 2.713, 2.331)  0.243
C (-4.604, 2.586, 1.748)  -0.818
C (-6.911, 1.688, 2.056)  -0.372
H (-5.443, 4.485, 3.275)  0.252
H (-4.697, 2.565, 0.659)  0.266
H (-4.152, 1.653, 2.095)  0.244
H (-3.965, 3.423, 2.037)  0.300
H (-7.776, 2.147, 1.572)  -0.033
H (-7.233, 1.240, 3.000)  0.322
H (-6.495, 0.917, 1.407)  0.088
C (2.846, -1.993, -1.496)  0.209
O (3.508, -0.966, -1.434)  -0.669
N (2.766, -2.810, -2.578)  0.246
C (1.957, -4.013, -2.574)  -0.841
C (3.514, -2.469, -3.775)  -1.015
H (2.241, -2.344, -0.643)  0.191
H (2.602, -4.875, -2.761)  0.247
H (1.207, -3.939, -3.365)  0.360
H (1.454, -4.143, -1.614)  0.303
H (4.577, -2.419, -3.530)  0.393
H (3.189, -1.488, -4.131)  0.297
H (3.351, -3.214, -4.554)  0.353
C (-9.231, 1.151, -0.811)  -0.066
O (-8.208, 0.485, -0.807)  -0.603
N (-9.501, 2.177, -1.666)  0.160
C (-10.744, 2.921, -1.606)  -0.955
C (-8.516, 2.535, -2.668)  -0.960
H (-10.044, 0.963, -0.092)  0.428
H (-11.264, 2.823, -2.563)  0.366
H (-10.519, 3.974, -1.418)  0.347
H (-11.387, 2.545, -0.809)  0.300
H (-8.325, 1.670, -3.308)  0.303
H (-7.584, 2.815, -2.170)  0.261
H (-8.872, 3.368, -3.274)  0.394
C (1.158, 5.833, 0.974)  0.211
O (1.634, 5.217, 1.916)  -0.680
N (1.344, 7.157, 0.727)  0.134
C (0.744, 7.819, -0.414)  -0.931
C (2.170, 7.933, 1.634)  -0.912
H (0.516, 5.340, 0.226)  0.277
H (1.536, 8.238, -1.040)  0.349
H (0.095, 8.624, -0.059)  0.355
H (0.153, 7.119, -1.007)  0.286
H (3.173, 7.502, 1.662)  0.274
H (1.741, 7.886, 2.638)  0.287
H (2.226, 8.972, 1.308)  0.384
C (-12.862, 2.526, 3.261)  0.107
O (-13.932, 1.948, 3.287)  -0.577
N (-11.649, 1.930, 3.071)  0.171
C (-10.413, 2.687, 3.053)  -0.615
C (-11.594, 0.493, 2.882)  -0.987
H (-12.791, 3.618, 3.395)  0.278
H (-9.925, 2.546, 2.085)  0.064
H (-9.759, 2.321, 3.848)  0.327
H (-10.602, 3.750, 3.207)  0.272
H (-12.187, 0.224, 2.004)  0.303
H (-12.023, 0.000, 3.758)  0.335
H (-10.563, 0.164, 2.744)  0.334
C (-4.625, -3.449, 0.816)  0.069
O (-5.471, -4.241, 1.181)  -0.569
N (-4.875, -2.236, 0.241)  0.198
C (-3.810, -1.346, -0.168)  -0.631
C (-6.252, -1.825, 0.034)  -1.006
H (-3.548, -3.661, 0.927)  0.271
H (-3.908, -0.400, 0.373)  0.035
H (-3.891, -1.162, -1.242)  0.334
H (-2.832, -1.781, 0.048)  0.300
H (-6.766, -1.798, 0.997)  0.300
H (-6.750, -2.556, -0.609)  0.391
H (-6.293, -0.840, -0.432)  0.352
C (7.220, -4.315, -3.797)  0.025
O (6.456, -3.369, -3.899)  -0.591
N (6.848, -5.626, -3.759)  0.144
C (7.818, -6.697, -3.636)  -1.045
C (5.441, -5.959, -3.844)  -0.831
H (8.309, -4.172, -3.726)  0.343
H (7.733, -7.353, -4.506)  0.352
H (7.605, -7.265, -2.727)  0.347
H (8.833, -6.302, -3.583)  0.334
H (5.037, -5.574, -4.784)  0.289
H (4.910, -5.486, -3.014)  0.179
H (5.300, -7.040, -3.800)  0.390
C (10.207, -7.089, -6.434)  0.120
O (10.842, -6.837, -5.425)  -0.603
N (10.158, -8.302, -7.054)  0.119
C (9.377, -8.522, -8.254)  -0.925
C (10.912, -9.408, -6.494)  -0.933
H (9.601, -6.320, -6.940)  0.298
H (8.635, -9.300, -8.058)  0.335
H (10.043, -8.847, -9.058)  0.346
H (8.865, -7.609, -8.560)  0.296
H (10.571, -9.593, -5.472)  0.276
H (11.971, -9.142, -6.467)  0.299
H (10.775, -10.308, -7.095)  0.386

Its HOMO energy is -10.2 eV. The value obtained for the orbital gap is 6.119 eV. The value obtained for the LUMO energy is -0.150 Ha. The charge is +1.